Record 1
{"formula": "C3H8N2O", "method": "ωB97M-V/def2-TZVPD", "de_lowest_ev": 3.520, "lumo_ev": 0.4, "homo_lumo_gap_ev": 8.749, "smiles": "CC(=O)C(N)N", "homo_energy_ev": -8.3, "symbols": ["C", "C", "C", "N", "N", "O", "H", "H", "H", "H", "H", "H", "H", "H"], "xyz": [[-0.6826, 0.4645, -0.1758], [1.6461, -0.7726, -0.0063], [0.7887, 0.4436, 0.1065], [-1.4117, 0.9363, 0.9695], [-1.3032, -0.6805, -0.7769], [1.2216, 1.5929, -0.1269], [-0.2454, 1.5727, -0.7606], [-1.0082, 0.8602, 1.8969], [-2.3471, 1.2428, 0.7400], [-0.8368, -1.0009, -1.6147], [-1.4244, -1.4482, -0.1219], [1.1480, -1.6326, 0.4400], [1.8558, -1.0107, -1.0506], [2.5993, -0.5675, 0.4807]], "forces_ev_per_a": [[0.33, 2.62, -0.05], [0.24, -0.08, 1.23], [0.92, 2.01, -2.61], [0.15, -0.57, -0.26], [-0.02, 0.23, -0.36], [2.22, -1.64, 1.82], [-3.39, -2.90, -0.08], [-0.76, 0.17, -0.47], [0.31, -0.03, 0.82], [-0.01, 0.01, -0.01], [0.02, 0.19, -0.02], [0.15, -0.10, 0.04], [-0.21, 0.27, -0.03], [0.04, -0.18, -0.02]]}

=====

Record 2
{"formula": "H26K2O17P", "method": "ωB97M-V/def2-TZVPD", "de_lowest_ev": 0.894, "lumo_ev": 1.7, "homo_lumo_gap_ev": 8.323, "charge": -1, "homo_energy_ev": -6.7, "symbols": ["K", "K", "P", "O", "O", "O", "O", "O", "H", "H", "O", "H", "H", "O", "H", "H", "O", "H", "H", "O", "H", "H", "O", "H", "H", "O", "H", "H", "O", "H", "H", "O", "H", "H", "O", "H", "H", "O", "H", "H", "O", "H", "H", "O", "H", "H"], "xyz": [[3.2066, -1.4486, -0.5590], [-1.8973, -3.0325, -0.3145], [0.0635, -0.3261, 0.0017], [-0.4749, 0.7276, -1.0251], [1.2556, 0.3419, 0.7230], [0.4609, -1.6212, -0.8415], [-1.0137, -0.7168, 1.0428], [0.9165, -3.1613, 0.8628], [0.6179, -2.6450, 0.1141], [0.8530, -2.5632, 1.6074], [-0.0812, -3.3943, -2.8629], [-0.5331, -2.7644, -3.4244], [0.1893, -2.8842, -2.0994], [0.9693, -0.6733, -3.2498], [0.8271, -0.9122, -2.3339], [0.5673, 0.1910, -3.3375], [1.2090, 1.9691, 2.7181], [1.1102, 1.4131, 1.9453], [1.2874, 1.3544, 3.4476], [-0.3834, -1.9030, 3.2525], [-0.6598, -1.3882, 2.4943], [-0.2165, -1.2535, 3.9356], [-3.4626, -0.5997, 0.5233], [-3.7600, 0.3100, 0.5372], [-2.5334, -0.5519, 0.7478], [-2.2814, -0.8733, -2.3688], [-1.4581, -0.6128, -1.9558], [-2.7111, -0.0470, -2.5897], [-1.8201, 1.3977, 2.2056], [-1.4436, 0.6012, 1.8314], [-1.1921, 2.0860, 1.9864], [-2.3160, 2.2683, -1.7521], [-1.8555, 1.5065, -1.4004], [-3.2046, 1.9548, -1.9207], [-0.2426, 2.9811, 0.4819], [-0.6085, 2.4357, -0.2145], [0.4179, 2.4274, 0.8983], [3.4122, 1.2883, -0.5252], [2.5467, 1.0732, -0.1776], [3.7041, 2.0326, 0.0011], [2.7912, -0.8206, 2.5352], [2.3620, -0.3168, 1.8437], [2.4431, -0.4562, 3.3490], [0.8962, 2.4211, -2.3570], [0.2820, 1.9837, -1.7674], [1.7605, 2.2014, -2.0093]], "forces_ev_per_a": [[-0.37, 0.01, 0.15], [-0.13, 0.44, -0.02], [-1.11, 1.60, -1.43], [0.26, -2.41, 1.40], [0.39, -1.08, -0.79], [-0.39, 2.21, 0.11], [1.37, -0.96, -1.11], [0.78, -2.38, 1.63], [0.09, 0.65, -0.80], [-0.04, 0.04, 0.75], [-0.44, -1.23, -0.07], [0.04, 0.45, -0.16], [0.31, 0.62, 0.17], [0.58, -0.12, -1.19], [-0.30, -0.16, 0.54], [0.03, 0.55, 0.08], [0.42, 1.07, 1.19], [0.11, -1.01, -0.46], [-0.18, 0.04, 0.14], [0.48, -0.87, 1.18], [-0.41, 0.61, -0.96], [-0.05, 0.09, 0.18], [-1.79, -0.53, -0.46], [-0.03, 0.19, 0.13], [0.92, 0.20, 0.24], [-0.65, -1.22, -0.56], [0.59, 0.73, 0.14], [0.03, 0.12, 0.02], [-0.95, 0.64, 1.05], [0.14, -0.36, -0.11], [0.04, 0.51, -0.19], [-1.06, 0.86, -0.69], [0.72, -0.70, 0.44], [-0.32, 0.22, 0.07], [0.09, 1.03, 0.54], [-0.17, -0.17, -0.09], [0.07, 0.24, -0.33], [1.21, 0.00, -0.72], [-1.28, -0.12, 0.65], [0.08, 0.18, 0.10], [1.07, -0.76, 0.58], [-0.86, 0.53, -0.55], [0.03, -0.09, 0.09], [0.69, 0.86, -1.21], [-0.23, -0.51, 0.24], [0.24, -0.04, 0.10]]}

=====

Record 3
{"formula": "C13H15BBr2F16O2", "method": "ωB97M-V/def2-TZVPD", "lumo_ev": -0.7, "homo_lumo_gap_ev": 8.682, "homo_energy_ev": -9.4, "symbols": ["B", "C", "Br", "C", "C", "Br", "H", "H", "H", "H", "H", "H", "H", "C", "C", "C", "F", "F", "F", "F", "O", "C", "C", "F", "F", "F", "F", "H", "H", "H", "H", "C", "C", "C", "F", "F", "F", "F", "O", "C", "C", "F", "F", "F", "F", "H", "H", "H", "H"], "xyz": [[5.8133, 1.2574, -4.8138], [4.4379, 1.0263, -3.9427], [4.6706, 1.8000, -2.1130], [3.0803, 1.6693, -4.5997], [1.8313, 0.5706, -4.4289], [2.5089, 3.2795, -3.4851], [6.3827, 2.3104, -4.8765], [6.2889, 0.3532, -5.4338], [4.2694, -0.1288, -3.8595], [3.2040, 1.9831, -5.7272], [1.9300, 0.1620, -3.3242], [1.9427, -0.3456, -5.1525], [0.8307, 1.1807, -4.5730], [-1.2724, -2.0748, -2.1803], [-1.4971, -2.4074, -0.6970], [-2.8956, -2.1099, -0.1683], [-3.2304, -0.8035, -0.2873], [-2.9758, -2.3994, 1.1585], [-0.5416, -1.7886, 0.0465], [-1.2675, -3.7510, -0.5461], [-0.6782, -0.8061, -2.4699], [-1.5778, 0.3012, -2.4745], [-1.3257, 1.2863, -1.3264], [-1.3500, 0.6725, -0.1191], [-2.2840, 2.2524, -1.2917], [-2.8497, -0.1669, -2.5030], [-1.3893, 0.9300, -3.6667], [-0.5404, -2.8045, -2.5521], [-2.1675, -2.2549, -2.7891], [-3.6524, -2.7073, -0.6824], [-0.3516, 1.7760, -1.4343], [-0.3415, 0.3555, 3.0713], [0.0172, -1.0179, 3.6599], [-1.1674, -1.8515, 4.1351], [-1.8840, -1.2336, 5.1033], [-0.7396, -3.0247, 4.6745], [0.9369, -0.8513, 4.6474], [0.6594, -1.7233, 2.6746], [-0.2604, 1.4743, 3.9592], [-1.3947, 1.6657, 4.8031], [-1.0897, 1.4207, 6.2860], [-0.5554, 0.1938, 6.4963], [-2.2240, 1.4855, 7.0357], [-2.4192, 0.9088, 4.3395], [-1.7800, 2.9585, 4.6227], [0.4141, 0.5681, 2.3029], [-1.2905, 0.3390, 2.5207], [-1.8414, -2.0943, 3.3100], [-0.3836, 2.1646, 6.6710]], "forces_ev_per_a": [[-0.79, 0.24, 0.68], [-0.36, -0.64, -0.95], [1.08, -1.50, -0.47], [-0.81, -1.46, -0.04], [0.69, 0.89, 0.52], [-0.51, -0.44, -1.91], [-0.35, -0.11, 0.16], [-0.23, -0.04, 0.12], [0.11, 2.25, 0.25], [-0.20, -0.37, 2.44], [-0.46, 0.90, -2.22], [-0.22, 1.93, 1.20], [2.06, -1.66, 0.22], [0.52, -0.55, -0.88], [1.10, 0.19, -0.04], [-0.78, 0.07, 0.62], [-0.06, -0.63, 0.31], [0.28, -0.17, -0.08], [-0.48, -0.12, -0.07], [-0.54, 0.30, -0.13], [-1.41, 1.03, 0.78], [0.16, -1.71, -1.31], [0.21, 0.85, 0.63], [0.28, 0.16, -0.36], [0.16, -0.47, -0.40], [0.40, 0.83, -0.23], [0.02, 0.10, 0.83], [-0.04, 0.25, 0.32], [0.07, 0.17, 0.38], [0.14, -0.07, -0.12], [-0.06, -0.18, -0.24], [0.33, 0.53, -0.97], [0.85, 0.57, 0.20], [-0.49, -0.93, 0.35], [0.17, -0.52, -0.29], [0.26, 0.16, -0.21], [-0.35, -0.19, -0.15], [-0.57, 0.03, 0.15], [-1.35, -0.58, 1.30], [0.27, 0.12, -2.24], [0.24, -0.19, 0.99], [0.03, 0.63, -0.07], [0.09, 0.16, -0.54], [0.05, 0.79, 0.58], [0.31, -0.47, 0.57], [-0.02, -0.13, 0.37], [0.15, -0.17, 0.34], [0.13, 0.15, -0.13], [-0.10, 0.04, -0.28]]}

=====

Record 4
{"formula": "C2H4OS2", "method": "ωB97M-V/def2-TZVPD", "de_lowest_ev": 1.892, "lumo_ev": -0.5, "homo_lumo_gap_ev": 8.465, "smiles": "OC=S.C=S", "homo_energy_ev": -8.9, "symbols": ["C", "C", "O", "S", "S", "H", "H", "H", "H"], "xyz": [[-0.4465, 1.4523, 0.3701], [3.1843, -0.6199, 0.0580], [2.2833, -0.8309, -0.9337], [-1.2029, 0.0229, 0.3353], [3.7188, 0.8273, 0.3523], [-0.2297, 1.8991, 1.2880], [-0.2229, 1.8238, -0.5362], [3.2678, -1.4005, 0.7827], [2.0185, -1.7513, -0.7935]], "forces_ev_per_a": [[-1.71, -3.24, 1.38], [-1.91, 0.52, -0.38], [0.74, -1.04, 0.63], [0.15, 0.29, 0.25], [1.14, 1.49, 0.24], [0.50, 0.99, 1.14], [1.12, 1.93, -2.77], [0.39, -0.96, 0.09], [-0.40, 0.01, -0.58]]}